(1)
C26H25F3N2O4S3 | the ωB97M-V functional and the def2-TZVPD basis

Structure (XYZ):
```
63
Properties=species:S:1:pos:R:3:forces:R:3:nbo_charge:R:1
F 1.5431 1.1357 4.9975 0.372 0.560 -1.642 -0.304
C 1.7844 1.5265 3.7055 1.093 0.046 -0.666 0.835
F 2.4207 2.7322 3.7159 -0.068 -1.471 0.269 -0.313
F 2.5807 0.6013 3.0943 -0.564 1.010 0.809 -0.319
S 0.1385 1.7026 2.9914 -0.899 1.740 0.806 0.369
N -0.1087 1.7700 1.2031 1.635 1.028 2.099 -1.037
S 0.0821 3.4673 0.5121 -0.899 0.323 -0.955 2.254
C 1.8571 3.5196 0.4811 0.263 -0.033 0.324 -0.271
C 2.4839 4.7159 0.8546 -0.032 -0.353 0.191 -0.193
C 3.8741 4.7276 0.9895 -0.310 0.046 -0.139 -0.205
C 4.6262 3.5813 0.7242 -0.153 0.064 -0.107 -0.176
C 3.9843 2.4123 0.3219 -0.276 -0.063 -0.076 -0.195
C 2.5911 2.3711 0.2055 0.180 -0.096 0.049 -0.219
O -0.5125 3.3618 -0.8066 0.676 0.327 1.826 -0.863
O -0.3728 4.4708 1.4372 0.288 -0.993 -0.465 -0.867
S -1.6112 1.0924 1.0506 -2.448 -0.882 -3.806 2.256
C -1.5721 -0.2500 2.1823 0.223 -0.684 1.412 -0.366
C -0.3939 -1.0015 2.3551 -0.435 -0.368 -0.455 -0.174
C -0.2714 -1.8946 3.4094 -0.042 0.047 0.004 -0.218
C -1.2492 -1.9263 4.4110 -0.279 0.086 -0.239 -0.164
C -2.4034 -1.1391 4.2818 0.168 -0.266 0.060 -0.221
C -2.5796 -0.3215 3.1669 0.438 0.303 -0.661 -0.149
O -2.7028 1.9707 1.3686 0.513 0.025 0.758 -0.890
O -1.5706 0.5764 -0.3732 -2.340 2.543 3.987 -0.804
H 1.8711 5.5847 1.0894 0.249 -0.171 -0.030 0.250
H 4.3598 5.6420 1.3185 -0.039 -0.151 -0.102 0.228
H 5.7156 3.6071 0.8194 -0.428 -0.032 0.016 0.227
H 4.5523 1.5099 0.1070 -0.067 0.202 0.064 0.228
H 2.0736 1.4481 -0.0583 0.260 0.261 0.019 0.251
H 0.4421 -0.8738 1.6672 -0.305 -0.174 0.321 0.232
H 0.6059 -2.5507 3.4466 -0.314 0.412 0.168 0.230
H -1.1057 -2.5660 5.2869 -0.135 0.236 -0.342 0.227
H -3.1748 -1.1538 5.0585 0.341 -0.018 -0.320 0.231
H -3.4433 0.3320 3.0627 0.129 -0.198 0.102 0.253
C -1.2609 -4.9422 -1.5602 0.084 0.103 -0.383 -0.413
C -0.5093 -4.6606 -0.2562 0.009 0.298 0.426 -0.412
C -0.1112 -3.1799 -0.2794 -0.364 0.430 -0.744 -0.186
N -0.8505 -2.6007 -1.3983 -0.675 -3.525 1.340 -0.429
C -0.8139 -1.3098 -1.7156 2.719 4.256 0.093 0.023
C -0.1686 -0.2298 -0.9303 2.091 -4.629 -4.392 -0.079
C 0.4002 0.7365 -1.9690 0.052 0.038 0.243 -0.469
C -0.4432 0.4672 -3.1759 -0.302 0.296 -0.313 -0.052
C -1.1218 -0.7573 -3.0328 0.137 0.084 -0.007 0.028
C -1.9552 -1.1765 -4.0918 0.002 0.117 0.082 -0.265
C -2.1994 -0.3192 -5.1648 0.347 0.046 0.172 -0.209
C -1.5640 0.9248 -5.2494 -0.112 -0.072 -0.070 -0.265
C -0.6466 1.2953 -4.2672 0.083 -0.192 0.367 -0.190
C -1.5356 -3.5930 -2.2234 0.040 0.594 0.273 -0.193
H -0.6473 -5.5248 -2.2494 -0.133 -0.234 0.180 0.207
H -2.2063 -5.4554 -1.3800 0.209 -0.196 -0.038 0.212
H -1.1709 -4.8226 0.6032 0.224 -0.174 -0.121 0.203
H 0.3900 -5.2737 -0.1464 -0.290 -0.095 0.071 0.210
H -0.3676 -2.6824 0.6612 -0.075 -0.146 -0.147 0.175
H 0.9747 -3.0333 -0.4147 0.060 0.010 -0.097 0.161
H 0.4267 -0.4337 -0.0363 -0.427 0.056 -0.500 0.186
H 0.3736 1.7862 -1.6820 -0.030 -0.253 -0.162 0.234
H 1.4599 0.4839 -2.1875 -0.448 -0.102 0.170 0.222
H -2.4250 -2.1525 -4.0584 -0.138 0.272 -0.111 0.200
H -2.8760 -0.6279 -5.9602 0.086 0.039 0.197 0.205
H -1.8025 1.6090 -6.0592 0.127 -0.174 0.026 0.206
H -0.0823 2.2227 -4.3193 -0.210 0.029 -0.114 0.204
H -1.1719 -3.5700 -3.2605 0.085 -0.072 0.215 0.185
H -2.6096 -3.3621 -2.2742 0.055 -0.109 0.065 0.179
```
Positions in Å, forces in eV/Å.

Summary:
- frontier orbital gap (Eh) = 0.1437
- net charge = 0
- HOMO (eV) = -4.6

***

(2)
C26H25F3NO | the ωB97M-V functional and the def2-TZVPD basis

Structure (XYZ):
```
56
Properties=species:S:1:pos:R:3:forces:R:3:nbo_charge:R:1
C -4.8006 -0.7012 -2.2057 0.015 0.130 0.108 -0.217
C -4.4413 0.5869 -1.7861 -0.113 -0.315 -0.080 -0.203
C -3.1126 0.8843 -1.5172 0.599 -0.450 0.022 -0.210
C -2.1079 -0.0993 -1.6862 -0.906 -0.482 0.091 -0.076
C -0.7210 0.2171 -1.4107 0.530 -0.049 0.331 -0.346
C 0.3331 -0.4742 -1.9466 -0.164 0.399 0.305 0.097
N 1.6338 -0.0896 -1.8725 -0.446 -0.571 0.262 -0.390
C 2.5355 -0.6953 -2.8603 0.056 0.357 -0.279 -0.237
C 3.9840 -0.4205 -2.5070 0.194 0.352 0.063 -0.080
O 4.1833 0.9677 -2.2180 -0.460 -0.428 0.357 -0.511
C 3.4365 1.3950 -1.0821 0.373 -0.167 -0.028 -0.063
C 1.9344 1.1911 -1.2517 0.306 0.468 -0.323 -0.254
C -2.4879 -1.4022 -2.0856 -0.221 0.538 0.196 -0.173
C -3.8241 -1.6946 -2.3437 0.087 0.092 -0.017 -0.217
H -5.8471 -0.9360 -2.4048 0.314 0.075 0.017 0.226
H -5.2004 1.3632 -1.6671 0.191 -0.288 -0.054 0.224
H -2.8193 1.8765 -1.1647 -0.115 -0.238 -0.196 0.214
H -0.5394 1.1233 -0.8319 -0.009 -0.073 -0.415 0.215
H 0.1684 -1.4042 -2.5024 0.039 0.471 0.044 0.209
H 2.3440 -1.7748 -2.8645 0.080 0.185 -0.071 0.212
H 2.3292 -0.2996 -3.8737 -0.015 -0.068 0.394 0.202
H 4.2771 -1.0649 -1.6524 0.106 0.400 -0.239 0.168
H 4.6232 -0.6099 -3.3807 -0.171 -0.199 0.416 0.219
H 3.7684 0.8628 -0.1684 0.105 0.125 -0.385 0.158
H 3.6561 2.4679 -0.9777 -0.099 -0.417 0.128 0.214
H 1.5340 2.0355 -1.8478 -0.087 -0.421 0.079 0.205
H 1.4673 1.2252 -0.2566 0.088 -0.016 -0.256 0.202
H -1.7187 -2.1740 -2.1598 -0.370 0.117 -0.061 0.194
H -4.0995 -2.7037 -2.6582 0.011 0.338 0.113 0.225
F 5.0096 1.1078 2.3456 -0.536 -1.197 0.216 -0.316
C 4.6574 -0.2022 2.5505 1.916 0.268 0.350 0.966
F 5.4102 -0.9446 1.6809 -0.837 0.626 0.814 -0.316
F 5.0642 -0.5282 3.8166 -0.498 0.293 -1.206 -0.308
C 3.1858 -0.4208 2.3625 -0.100 -0.213 -0.183 -0.063
C 2.7513 -1.5332 1.6430 0.125 0.076 0.016 -0.205
C 1.4108 -1.6527 1.3482 -0.677 0.164 -0.061 -0.110
C 0.4565 -0.7085 1.8315 1.237 0.005 0.040 -0.082
C -0.8838 -0.8544 1.3959 -0.206 0.158 0.081 0.116
C -1.9999 -0.0357 1.7081 -0.678 0.344 -0.402 -0.208
C -3.2963 -0.6264 1.6117 0.506 0.025 -0.394 -0.083
C -4.4402 0.1247 1.7992 -0.154 0.159 0.189 -0.219
C -4.3408 1.4904 2.1086 0.160 -0.457 -0.086 -0.103
C -3.0822 2.0987 2.1909 0.243 0.038 0.022 -0.243
C -1.9243 1.3641 1.9651 -0.172 -0.102 0.093 -0.071
C 0.9285 0.3166 2.7009 -0.200 -0.026 -0.146 -0.156
C 2.2840 0.4873 2.9170 -0.171 -0.045 -0.028 -0.186
H 3.4604 -2.2832 1.3009 -0.114 0.260 -0.012 0.258
H 1.0617 -2.4748 0.7184 0.111 0.249 0.199 0.230
H -1.0925 -1.7598 0.8261 -0.076 0.067 0.200 0.232
H -3.3568 -1.6867 1.3512 -0.078 0.354 0.115 0.232
H -5.4168 -0.3514 1.6948 0.304 0.200 0.070 0.244
H -5.2474 2.0794 2.2542 0.289 -0.150 -0.023 0.239
H -3.0045 3.1641 2.4225 -0.046 -0.368 -0.184 0.240
H -0.9599 1.8750 1.9269 -0.431 -0.140 -0.005 0.214
H 0.2251 0.9828 3.1977 0.265 -0.254 -0.119 0.235
H 2.6515 1.3188 3.5148 -0.099 -0.198 -0.078 0.255
```
Positions in Å, forces in eV/Å.

Summary:
- frontier orbital gap (Eh) = 0.1646
- net charge = +1
- HOMO (eV) = -10.3

***

(3)
C26H25F5N2O2S2Ti | the ωB97M-V functional and the def2-TZVPD basis

Structure (XYZ):
```
63
Properties=species:S:1:pos:R:3:forces:R:3:nbo_charge:R:1
Ti 0.8828 0.4423 0.2281 -2.453 -0.038 -0.676 1.777
C 3.3751 0.2650 -2.6939 0.632 0.653 -0.362 -0.687
C 3.7046 0.2749 -1.2478 -0.758 -1.438 1.605 0.137
N 2.8452 -0.0779 -0.2412 2.666 1.294 -0.385 -0.594
C 3.5514 -0.1555 0.9926 0.900 0.048 -1.946 0.061
C 4.8973 -0.0447 0.8504 0.444 0.341 0.492 -0.388
S 5.3530 0.4411 -0.7365 -1.389 -0.899 0.227 0.565
C 2.8093 -0.1360 2.2154 -2.320 -0.871 1.620 0.158
C 3.2082 0.0298 3.5089 0.671 0.698 -0.337 -0.422
S 1.8734 0.3046 4.5612 0.491 -1.265 -0.520 0.577
C 0.8175 -0.1918 3.3276 0.351 0.327 -1.798 0.138
N 1.3794 -0.2833 2.0975 1.218 0.001 2.680 -0.590
C -0.5968 -0.4734 3.6595 -0.100 0.214 0.453 -0.671
H 2.8233 -0.5885 -3.0711 -0.080 -0.260 0.415 0.271
H 4.3088 0.3461 -3.2409 0.160 -0.278 -0.176 0.247
H 2.8598 1.1558 -2.9941 -0.671 0.545 0.025 0.258
H 5.6402 -0.1736 1.6398 -0.286 0.331 -0.325 0.266
H 4.2264 0.0739 3.8935 -0.341 0.256 -0.231 0.264
H -0.7801 -1.5532 3.6925 0.178 0.103 -0.032 0.267
H -1.2674 -0.0537 2.9182 -0.168 0.186 -0.025 0.258
H -0.7837 -0.0691 4.6726 -0.272 -0.179 -0.612 0.245
F -1.4045 5.9166 -2.4418 0.621 -0.794 0.692 -0.275
C -0.7318 5.0889 -1.6062 -0.621 0.654 0.106 0.252
C -0.4582 5.4708 -0.2891 -0.340 1.021 -0.369 0.310
F -0.8592 6.6879 0.1959 0.790 -1.690 -0.809 -0.275
C 0.1791 4.5628 0.5384 0.023 0.809 2.353 0.277
F 0.5159 5.0083 1.8081 -0.669 -0.889 -1.501 -0.298
C 0.3394 3.2179 0.2116 0.004 -0.610 -0.586 0.221
O 0.4778 2.2080 1.0740 1.239 -0.236 -0.583 -0.785
C 0.2324 2.9291 -1.1602 -0.147 0.903 0.396 0.208
F 0.6745 1.7053 -1.6256 -0.205 0.127 0.544 -0.311
C -0.3859 3.8030 -2.0117 -0.928 0.202 -2.031 0.332
F -0.8057 3.3849 -3.2510 0.918 0.475 1.243 -0.294
C 0.8240 -2.8510 -2.1800 0.120 1.197 0.374 -0.602
C 0.0381 -3.5953 -1.0766 -1.084 -0.788 -0.341 -0.240
C 0.7725 -4.1079 0.1506 1.351 -0.068 0.283 -0.606
C -1.2800 -2.9593 -0.5786 0.288 1.313 0.154 -0.043
C -2.3106 -3.7575 -0.0168 1.004 -0.017 -0.931 -0.209
C -3.5301 -3.2333 0.3535 -0.455 0.116 -0.073 -0.215
C -3.7719 -1.8786 0.1305 0.106 -0.255 0.012 -0.210
C -2.7848 -1.0279 -0.3474 1.361 0.399 0.132 -0.044
C -3.1187 0.4602 -0.4830 -0.064 -0.209 -0.314 -0.254
C -2.5644 1.1843 -1.7465 0.281 -0.478 -0.165 -0.594
C -3.0714 1.1846 0.8726 0.043 0.422 0.335 -0.612
C -1.4712 -1.5381 -0.5392 -0.721 -0.634 0.848 0.335
O -0.4118 -0.6328 -0.4239 -0.145 -0.644 -0.422 -0.828
H 1.7849 -3.3343 -2.4034 -0.265 -0.090 0.242 0.215
H 1.0456 -1.7809 -1.9199 -0.180 -0.946 -0.213 0.187
H 0.2514 -2.8457 -3.1243 0.109 0.050 0.478 0.227
H -0.2809 -4.4927 -1.6296 -0.126 0.043 0.274 0.218
H 0.7673 -3.3645 0.9444 0.048 0.156 0.157 0.196
H 1.8285 -4.3617 -0.0393 -0.243 0.159 -0.169 0.209
H 0.3525 -5.0265 0.5675 -0.309 0.203 -0.150 0.224
H -2.1103 -4.8245 0.1056 -0.126 0.239 -0.203 0.219
H -4.3319 -3.8855 0.7272 0.512 0.369 -0.027 0.228
H -4.7220 -1.4476 0.4223 -0.130 -0.035 -0.238 0.216
H -4.1809 0.4009 -0.6404 -0.583 0.056 -0.460 0.217
H -1.4725 1.3436 -1.7624 -0.699 -0.235 0.276 0.180
H -3.0393 2.1574 -1.9242 0.004 -0.175 0.328 0.220
H -2.7716 0.5853 -2.6594 0.001 0.192 0.610 0.227
H -2.2622 1.8961 1.0657 0.267 -0.284 -0.269 0.208
H -3.0956 0.4512 1.6829 0.110 0.056 -0.045 0.207
H -3.9839 1.7657 0.9974 -0.034 0.148 -0.034 0.224
```
Positions in Å, forces in eV/Å.

Summary:
- frontier orbital gap (spin up / spin down) (Eh) = 0.2620 / 0.2642
- net charge = +1
- HOMO (spin up / spin down) (eV) = -10.8 / -10.8
- ⟨S²⟩ = 0.75
- spin multiplicity = 2

***

(4)
C26H25FeN6O3S | the ωB97M-V functional and the def2-TZVPD basis

Structure (XYZ):
```
62
Properties=species:S:1:pos:R:3:forces:R:3:nbo_charge:R:1
Fe -0.0802 0.4081 0.0034 -1.113 -0.310 0.526 1.164
C -4.0720 3.6339 2.3813 0.017 0.002 -0.011 -0.620
C -4.1123 2.1291 2.5987 0.034 -0.080 0.047 -0.222
N -2.8989 1.6039 3.2524 0.004 0.099 0.134 -0.329
C -2.8872 1.5986 4.7402 -0.050 0.007 -0.138 -0.213
C -2.0967 2.7527 5.3341 0.011 0.004 0.021 -0.624
C -1.8404 1.1881 2.5902 -0.083 -0.080 -0.033 0.388
S -1.9387 1.2611 0.8296 0.195 -0.095 -0.197 -0.123
N -0.8025 0.7559 3.3233 0.102 0.111 -0.087 -0.594
C 0.2083 0.0798 2.8542 -0.151 -0.117 -0.298 0.667
O 0.3738 -0.2873 1.6094 0.517 0.068 0.272 -0.691
C 1.2671 -0.3605 3.7732 -0.062 0.058 0.061 -0.103
C 1.1176 -0.1634 5.1470 0.034 -0.005 0.019 -0.161
C 2.1189 -0.5637 6.0130 -0.011 -0.006 0.000 -0.204
C 3.2696 -1.1601 5.5138 0.036 0.005 0.017 -0.148
C 3.4258 -1.3564 4.1466 -0.018 -0.005 0.014 -0.201
C 2.4265 -0.9607 3.2768 -0.005 -0.008 0.004 -0.186
H -4.9681 3.9441 1.8446 0.003 0.000 0.014 0.242
H -3.2042 3.9310 1.7904 -0.009 -0.034 0.001 0.207
H -4.0466 4.1722 3.3277 0.003 -0.009 -0.007 0.224
H -4.2621 1.5914 1.6644 0.001 0.044 -0.005 0.223
H -4.9410 1.8593 3.2494 -0.042 0.006 -0.021 0.228
H -2.4926 0.6407 5.0678 0.025 -0.007 0.007 0.231
H -3.9318 1.6496 5.0376 0.002 0.005 0.053 0.219
H -1.0519 2.7095 5.0302 -0.016 -0.003 -0.002 0.221
H -2.1371 2.6873 6.4215 -0.007 0.006 -0.008 0.241
H -2.5111 3.7178 5.0446 0.002 -0.020 -0.006 0.216
H 0.2152 0.2974 5.5235 0.003 -0.004 -0.007 0.233
H 2.0028 -0.4166 7.0780 0.004 -0.002 -0.006 0.237
H 4.0501 -1.4742 6.1944 -0.006 0.000 -0.007 0.236
H 4.3251 -1.8224 3.7667 -0.011 0.005 0.005 0.227
H 2.5356 -1.1168 2.2119 -0.003 0.004 0.008 0.210
O 5.8021 3.8529 -1.2630 -0.012 0.003 -0.025 -0.357
N 5.8880 2.6727 -1.5264 -0.003 0.034 0.090 0.534
O 6.8687 2.1195 -1.9532 0.002 -0.026 -0.034 -0.319
C 4.6809 1.8276 -1.2923 0.001 0.119 -0.002 0.056
C 4.8260 0.5186 -1.5762 -0.088 -0.087 0.015 -0.135
C 3.7392 -0.3978 -1.3941 0.102 -0.003 -0.035 -0.002
C 3.8064 -1.7791 -1.6511 0.017 -0.026 -0.004 -0.101
C 2.6958 -2.5553 -1.4251 -0.005 0.008 0.011 -0.225
C 1.5212 -1.9565 -0.9522 0.003 0.011 0.050 0.109
N 1.4435 -0.6581 -0.7167 0.260 -0.185 -0.169 -0.446
C 2.5338 0.1050 -0.9284 -0.039 0.136 0.040 0.132
C 2.3872 1.4941 -0.6279 -0.024 -0.090 -0.005 0.244
N 1.1574 1.8490 -0.1632 0.337 0.082 -0.117 -0.437
C 0.9294 3.1151 0.1658 0.040 -0.027 -0.022 0.103
C 1.9248 4.0792 0.0314 -0.001 0.023 0.015 -0.236
C 3.1698 3.7382 -0.4392 0.014 -0.026 -0.011 -0.058
C 3.4412 2.3957 -0.7904 0.059 -0.017 -0.010 -0.091
H 5.7796 0.1648 -1.9443 0.001 0.010 0.002 0.281
H 4.7268 -2.2167 -2.0173 -0.010 -0.008 0.003 0.255
H 2.7108 -3.6212 -1.6026 -0.004 0.011 0.002 0.262
H 0.6360 -2.5487 -0.7532 -0.008 0.023 -0.016 0.233
H -0.0551 3.3599 0.5353 -0.020 -0.022 0.003 0.242
H 1.7055 5.1005 0.3077 -0.002 -0.003 -0.003 0.262
H 3.9383 4.4855 -0.5384 -0.002 0.017 0.003 0.285
C -1.8062 0.7990 -4.1797 0.091 0.008 0.154 -0.743
C -1.2506 0.5530 -2.8576 -0.201 -0.296 -0.132 0.555
N -0.8462 0.3023 -1.8155 0.101 0.691 -0.148 -0.482
H -2.7559 0.2719 -4.2652 -0.006 0.001 -0.004 0.297
H -1.1132 0.4400 -4.9390 -0.003 0.002 -0.006 0.291
H -1.9702 1.8686 -4.3064 -0.007 0.000 -0.011 0.292
```
Positions in Å, forces in eV/Å.

Summary:
- frontier orbital gap (spin up / spin down) (Eh) = 0.2438 / 0.2542
- net charge = +2
- HOMO (spin up / spin down) (eV) = -14.1 / -14.1
- ⟨S²⟩ = 0.83
- spin multiplicity = 2

***

no.,maximum force (eV Å⁻¹),energy (Eh)
1,6.715,-2910.12683
2,1.966,-1435.07130
3,2.989,-3410.73540
4,1.270,-3221.38338